Entry 1:
Below is C27H29N3O6 in the gas phase, with properties calculated with ωB97M-V/def2-TZVPD.

Output
HOMO-LUMO gap	0.318	Ha
multiplicity	1
maximum force	0.016	Eh/bohr
SMILES	CCOC(=O)C1=C(N)Oc2cc(C)n(CCc3ccc(OC)c(OC)c3)c(=O)c2[C@H]1c1cccnc1

XYZ file:
```
65
Properties=species:S:1:pos:R:3:forces:R:3:mulliken_charge:R:1
C 6.106506 1.954919 -0.015553 -0.165 -0.389 -0.071 -1.063
C 6.172368 0.500067 -0.460865 0.574 0.284 0.152 -0.370
O 4.886433 -0.105146 -0.406072 -0.302 -0.222 0.021 -0.260
C 4.505921 -0.633797 0.770546 0.044 -0.132 0.329 0.812
O 5.251241 -0.692633 1.740982 0.177 0.125 -0.127 -0.815
C 3.138950 -1.095877 0.739856 -0.474 -0.093 -0.295 -1.213
C 2.571379 -1.614686 1.867669 0.576 0.005 -0.127 0.524
N 3.247320 -1.847490 3.005904 -0.315 -0.011 0.057 -0.410
O 1.264875 -1.988816 1.953809 0.136 0.014 0.083 -0.511
C 0.510007 -1.963758 0.812782 -0.236 0.031 -0.811 0.572
C -0.800528 -2.477466 0.921792 0.069 0.040 0.136 -0.699
C -1.626694 -2.471539 -0.164458 0.176 -0.173 0.641 1.377
C -3.015769 -3.015575 -0.050723 0.019 0.026 -0.033 -1.884
N -1.175925 -2.000252 -1.354844 0.158 -0.009 -0.094 0.098
C -2.025686 -1.877581 -2.526238 -0.092 0.220 -0.605 -1.311
C -2.509176 -0.426153 -2.704928 0.060 -0.195 0.148 -1.117
C -3.312141 0.028959 -1.521970 -0.101 0.095 -0.123 -0.460
C -4.691105 -0.108899 -1.498123 0.124 0.087 0.024 -0.535
C -5.402314 0.264128 -0.374839 0.118 0.053 0.218 -0.707
C -4.770649 0.758572 0.761978 -0.089 -0.034 -0.111 0.498
O -5.619349 1.052610 1.788738 0.098 -0.280 -0.262 -0.519
C -5.197486 1.834278 2.884062 0.016 0.256 0.424 -0.692
C -3.367418 0.880462 0.754913 0.000 0.037 0.254 0.714
O -2.750294 1.324795 1.894420 -0.569 -0.134 -0.210 -0.478
C -1.345179 1.393654 1.922136 0.293 0.052 -0.028 -0.784
C -2.671303 0.529760 -0.395043 -0.044 0.071 0.005 0.123
C 0.125177 -1.504270 -1.538948 -0.117 -0.268 0.334 0.402
O 0.472466 -1.116787 -2.645018 0.215 0.125 -0.225 -0.726
C 0.969275 -1.486471 -0.376030 0.417 -0.024 0.387 -0.663
C 2.331083 -0.857741 -0.513272 -0.111 -0.007 0.071 0.473
C 2.136750 0.622992 -0.758399 -0.017 0.224 -0.209 0.249
C 2.327092 1.192957 -2.009746 -0.078 0.121 0.195 -0.070
C 2.077973 2.545254 -2.175022 0.022 -0.059 0.035 -0.879
C 1.635813 3.274736 -1.082282 0.035 0.156 -0.244 -0.499
N 1.453307 2.744093 0.115914 -0.163 0.337 0.364 -0.683
C 1.706429 1.455781 0.267367 0.085 -0.286 -0.152 -0.162
H 5.371364 2.493916 -0.609207 -0.035 0.087 -0.055 0.227
H 5.816842 2.008118 1.031171 0.008 0.044 0.083 0.292
H 7.079398 2.422348 -0.137721 0.108 0.081 -0.006 0.415
H 6.862530 -0.062828 0.176548 -0.084 0.066 -0.205 0.355
H 6.482141 0.423322 -1.505549 -0.034 -0.038 0.130 0.340
H 2.739586 -2.085397 3.838601 -0.009 0.010 -0.013 0.214
H 4.194943 -1.479449 3.026238 -0.091 -0.051 0.055 0.253
H -1.131332 -2.859365 1.871491 -0.141 -0.073 0.082 0.385
H -3.145159 -3.881631 -0.699382 -0.055 -0.041 -0.053 0.425
H -3.197142 -3.328618 0.972993 0.024 -0.012 0.043 0.351
H -3.756658 -2.264395 -0.317029 -0.061 0.020 -0.028 0.313
H -2.871128 -2.556806 -2.450415 0.063 -0.006 0.051 0.593
H -1.413896 -2.145874 -3.392106 -0.174 -0.071 0.139 0.511
H -1.631502 0.207098 -2.839158 -0.031 -0.019 -0.086 0.415
H -3.112183 -0.381072 -3.612374 0.022 0.032 -0.044 0.564
H -5.213255 -0.497388 -2.359727 -0.066 -0.038 -0.123 0.381
H -6.476767 0.176650 -0.344174 -0.139 0.009 0.030 0.418
H -4.735008 2.768152 2.557866 -0.024 -0.045 0.029 0.268
H -6.108087 2.055546 3.441237 0.069 0.015 -0.026 0.315
H -4.500085 1.292604 3.526011 -0.082 0.084 -0.055 0.216
H -0.896945 0.410402 1.744886 0.005 0.015 -0.025 0.174
H -1.093765 1.730325 2.926906 0.058 -0.020 -0.064 0.328
H -0.951961 2.111727 1.196796 -0.012 -0.046 0.023 0.408
H -1.598925 0.645587 -0.424003 0.172 0.031 0.051 0.566
H 2.839924 -1.280058 -1.387526 -0.089 0.036 0.106 0.915
H 2.651583 0.581020 -2.836875 0.026 -0.090 -0.076 0.523
H 2.216540 3.022307 -3.133264 -0.003 0.059 -0.071 0.443
H 1.414135 4.331286 -1.161608 0.016 0.077 -0.113 0.450
H 1.555437 1.069389 1.268859 0.021 -0.159 0.068 0.610
```
Positions in Å, forces in eV/Å.

Entry 2:
Below is C27H29N5O5 in the gas phase at a distorted geometry, with properties calculated with ωB97M-V/def2-TZVPD.

Output
HOMO-LUMO gap	0.264	Ha
multiplicity	1
maximum force	0.022	Eh/bohr
SMILES	[H]/N=c1/c(C(=O)NCCc2ccc(OC)c(OC)c2)cc2c(=O)n3ccccc3nc2n1C[C@H]1CCCO1

XYZ file:
```
66
Properties=species:S:1:pos:R:3:forces:R:3:mulliken_charge:R:1
H 1.438440 -1.974038 2.007908 -0.211 0.120 -0.048 0.260
N 1.841154 -1.050674 1.913901 0.225 -0.721 0.227 -0.840
C 1.029605 -0.085937 1.715233 -0.170 0.068 -0.059 1.009
C 1.515341 1.272634 1.571796 -0.426 0.736 -0.152 0.110
C 2.952284 1.675974 1.681701 0.102 -0.259 0.354 0.433
O 3.260922 2.854850 1.724815 -0.025 0.352 -0.140 -0.718
N 3.862937 0.677115 1.688535 0.201 -0.161 0.137 -0.222
C 5.180899 0.930026 1.163923 0.179 0.195 0.042 -0.954
C 5.274066 0.528903 -0.332994 -0.128 0.083 0.145 -1.290
C 3.933790 0.716434 -0.987922 0.100 -0.090 -0.268 0.235
C 3.416592 1.976143 -1.248218 -0.001 -0.124 -0.145 -0.452
C 2.107684 2.108305 -1.664420 -0.091 -0.213 -0.098 -0.625
C 1.273021 1.007487 -1.843462 0.029 0.071 -0.063 0.244
O -0.015184 1.330445 -2.167420 0.358 0.168 0.080 -0.430
C -0.955378 0.338859 -2.517822 -0.387 -0.261 -0.083 -0.393
C 1.812645 -0.275307 -1.654267 -0.136 -0.036 -0.094 1.263
O 1.017289 -1.377588 -1.882887 -0.054 0.451 0.117 -0.364
C 1.627980 -2.639649 -1.944706 0.075 -0.173 -0.020 -1.227
C 3.125994 -0.387877 -1.218649 0.007 0.039 -0.093 -0.321
C 0.668652 2.259127 1.176027 0.301 -0.328 0.197 -1.050
C -0.695933 2.003548 0.919765 -0.225 -0.347 0.084 0.412
C -1.547705 3.017868 0.381940 0.354 -0.066 0.157 0.405
O -1.256199 4.158355 0.097922 0.033 0.040 -0.054 -0.701
N -2.905098 2.575818 0.177884 -0.074 -0.494 0.151 0.128
C -3.773167 3.453343 -0.389348 -0.592 0.555 -0.352 -0.313
C -5.080069 3.146293 -0.577382 0.309 0.151 0.004 -0.663
C -5.551618 1.880508 -0.163349 0.265 -0.245 0.171 -0.323
C -4.687455 0.995355 0.400050 -0.403 0.217 -0.180 -0.865
C -3.315018 1.319795 0.573729 0.174 0.051 0.038 0.437
N -2.505052 0.428533 1.084322 0.033 -0.316 0.151 -0.199
C -1.200912 0.729444 1.199798 -0.355 1.054 -0.282 0.282
N -0.366794 -0.249051 1.637682 0.069 -0.095 0.053 0.547
C -0.955534 -1.534893 1.957925 -0.089 -0.504 -0.270 -2.875
C -0.968349 -2.497971 0.752822 0.356 -0.036 0.434 1.744
C -1.500327 -3.889711 1.166952 0.010 0.144 -0.103 -0.941
C -2.712470 -4.103892 0.254491 -0.004 0.225 -0.104 -0.774
C -3.059731 -2.669932 -0.149524 -0.220 -0.222 0.051 -0.446
O -1.813463 -2.024982 -0.276973 0.164 0.000 -0.198 -0.178
H 3.476687 -0.264075 1.653720 -0.016 0.111 0.026 0.295
H 5.353094 2.002736 1.274673 0.098 -0.169 0.027 0.460
H 5.926199 0.384714 1.748185 0.011 0.117 -0.036 0.372
H 6.035040 1.142623 -0.816328 0.081 -0.057 -0.021 0.429
H 5.574245 -0.517421 -0.411586 0.043 0.002 -0.065 0.298
H 4.020207 2.856028 -1.093228 0.065 0.131 0.073 0.339
H 1.678304 3.082343 -1.835950 -0.088 0.146 -0.031 0.443
H -0.635811 -0.222668 -3.398769 -0.043 0.019 0.035 0.351
H -1.867579 0.888488 -2.756598 0.024 -0.026 -0.016 0.274
H -1.151894 -0.356712 -1.699349 0.012 0.082 -0.110 -0.070
H 2.437215 -2.660596 -2.682557 -0.017 0.004 0.047 0.422
H 2.023260 -2.957166 -0.972603 0.000 0.021 -0.031 0.365
H 0.839666 -3.326603 -2.251697 0.073 -0.023 0.026 0.250
H 3.535486 -1.367213 -1.026071 0.005 -0.120 0.038 0.316
H 1.048798 3.259777 1.035717 0.112 0.037 -0.021 0.677
H -3.326950 4.399658 -0.662143 0.003 -0.065 0.031 0.459
H -5.745921 3.860115 -1.031986 0.020 0.116 -0.044 0.416
H -6.591547 1.626431 -0.298354 -0.088 -0.073 0.007 0.432
H -4.997057 0.016688 0.726298 0.013 -0.094 0.042 0.422
H -1.984543 -1.346123 2.267493 0.165 -0.152 0.074 0.547
H -0.402150 -1.982041 2.788995 -0.069 0.072 -0.064 0.587
H 0.034289 -2.544214 0.318565 -0.053 0.012 0.068 -0.436
H -0.747176 -4.663747 1.035556 0.014 -0.017 0.075 0.373
H -1.803910 -3.878328 2.213967 0.022 -0.042 0.068 0.407
H -3.535182 -4.608014 0.755544 -0.039 -0.065 -0.008 0.353
H -2.430052 -4.676562 -0.628759 -0.039 -0.019 -0.011 0.295
H -3.571156 -2.590135 -1.108839 -0.045 0.007 0.059 0.368
H -3.665414 -2.181652 0.626333 -0.014 0.016 -0.028 0.207
```
Positions in Å, forces in eV/Å.

Number 1: E_HOMO -8.020 eV. Number 2: E_HOMO -7.551 eV.